{
  "formula": "C27H72B2F8FeO27S9",
  "method": "ωB97M-V/def2-TZVPD",
  "molar_mass_g_mol": 1346.902,
  "relative_energy_kcal_mol": 0.0,
  "total_energy_ev": -239451.769,
  "multiplicity": 5,
  "homo_energy_ev": [-10.3, -9.5],
  "total_charge": 0,
  "orbital_gap_ev": [10.1, 9.2],
  "symbols": ["Fe", "B", "F", "F", "F", "F", "B", "F", "F", "F", "F", "O", "S", "O", "O", "C", "C", "C", "H", "H", "H", "H", "H", "H", "H", "H", "O", "S", "O", "O", "C", "C", "C", "H", "H", "H", "H", "H", "H", "H", "H", "O", "S", "O", "O", "C", "C", "C", "H", "H", "H", "H", "H", "H", "H", "H", "O", "S", "O", "O", "C", "C", "C", "H", "H", "H", "H", "H", "H", "H", "H", "O", "S", "O", "O", "C", "C", "C", "H", "H", "H", "H", "H", "H", "H", "H", "O", "S", "O", "O", "C", "C", "C", "H", "H", "H", "H", "H", "H", "H", "H", "O", "S", "O", "O", "C", "C", "C", "H", "H", "H", "H", "H", "H", "H", "H", "O", "S", "O", "O", "C", "C", "C", "H", "H", "H", "H", "H", "H", "H", "H", "O", "S", "O", "O", "C", "C", "C", "H", "H", "H", "H", "H", "H", "H", "H"],
  "positions_angstrom": [[0.015338, 0.120186, 0.455560], [-2.167062, -0.443734, 1.572090], [-2.229802, 0.671196, 2.295170], [-3.288572, -1.221194, 1.763790], [-1.995762, -0.041154, 0.297570], [-1.033282, -1.089744, 1.920850], [0.145388, -1.103454, -2.086950], [-0.036602, -1.489164, -0.782750], [-0.435412, 0.140856, -2.165990], [1.470138, -1.082344, -2.284240], [-0.385132, -1.937894, -3.009830], [0.414138, 1.357356, 2.131640], [0.474928, 1.854446, 3.561180], [0.117828, 0.919966, 4.655060], [2.007398, 2.535756, 3.843200], [2.512478, 2.777986, 5.179740], [3.939958, 3.280786, 5.048320], [-0.549322, 3.411006, 3.824010], [2.357708, 1.981656, 5.907760], [1.990208, 3.633286, 5.608450], [4.562078, 2.423166, 4.792310], [4.330498, 3.694936, 5.977870], [4.028618, 3.931286, 4.178210], [-1.604662, 3.138466, 3.832290], [-0.353342, 4.159876, 3.056620], [-0.163572, 3.871086, 4.733750], [1.486028, -1.043434, 1.497620], [1.975718, -2.197634, 2.212210], [1.965818, -3.476874, 1.467430], [3.524638, -1.863554, 2.672720], [3.948638, -0.489944, 2.908700], [5.232698, -0.378624, 3.596430], [1.293988, -2.417854, 3.850310], [3.193128, -0.012924, 3.533010], [3.819468, 0.039436, 1.964690], [5.546188, -1.076904, 4.372470], [5.378248, 0.644566, 3.942850], [5.928628, -0.546514, 2.774490], [0.230538, -2.570504, 3.666270], [1.414818, -1.450164, 4.337220], [1.854338, -3.248674, 4.279080], [4.249028, 1.619526, 0.087050], [2.926718, 1.920006, -0.395760], [1.845598, 0.940646, -0.193490], [2.349048, 3.291436, 0.257870], [3.198928, 4.429496, 0.433440], [2.393568, 5.151136, 1.462190], [2.966928, 2.426736, -2.122460], [3.264298, 5.006596, -0.488950], [4.126688, 4.006286, 0.818470], [2.965608, 6.055066, 1.671450], [2.304648, 4.609396, 2.403840], [1.399548, 5.475696, 1.154480], [2.878678, 1.545176, -2.757410], [3.984838, 2.814226, -2.164960], [2.213208, 3.193356, -2.302190], [-6.429002, -4.266124, -2.691560], [-5.048702, -4.008664, -2.645800], [-4.023632, -4.933704, -3.111350], [-4.815362, -2.537594, -3.389650], [-3.570092, -1.865974, -3.247160], [-3.739092, -0.556164, -2.399200], [-4.794962, -3.566374, -0.811990], [-3.150122, -1.491304, -4.180610], [-2.844172, -2.525904, -2.772140], [-4.272232, -0.629664, -1.451330], [-4.275332, 0.211166, -2.957550], [-2.707662, -0.220714, -2.290940], [-3.752672, -3.329584, -0.598340], [-4.943672, -4.481644, -0.239050], [-5.407882, -2.711374, -0.526680], [0.480848, 2.098746, -4.075560], [-0.408902, 2.031396, -5.227620], [-1.375612, 3.124616, -5.490880], [0.525598, 1.796046, -6.578320], [-0.166182, 1.657836, -7.810190], [0.167738, 0.310746, -8.419300], [-1.325572, 0.361326, -5.188750], [0.114978, 2.563136, -8.348210], [-1.250082, 1.769366, -7.781680], [1.251018, 0.250006, -8.523700], [-0.165592, 0.243506, -9.454900], [-0.135992, -0.630814, -7.961800], [-1.783972, 0.216286, -4.210520], [-0.669572, -0.439824, -5.529240], [-2.118482, 0.451176, -5.931260], [-4.006402, -5.690174, 1.878610], [-2.610822, -6.052004, 1.737880], [-2.117962, -7.381854, 2.137790], [-2.106822, -5.604414, 0.234640], [-0.836402, -6.043014, -0.256580], [-0.540152, -5.100204, -1.414860], [-1.626692, -4.785424, 2.741810], [-0.983742, -7.031114, -0.692510], [0.004038, -6.040024, 0.437500], [0.347648, -5.432394, -1.952970], [-0.300022, -4.154454, -0.929060], [-1.289682, -4.741844, -2.120470], [-0.584892, -5.053794, 2.566530], [-2.026292, -4.901204, 3.749290], [-1.759012, -3.812584, 2.268350], [-2.652892, 1.393776, 6.351130], [-3.129302, 0.000686, 6.517580], [-2.814592, -0.732714, 7.782660], [-4.759052, -0.122184, 6.161490], [-5.343512, 0.734916, 5.172960], [-6.875382, 0.450096, 5.105270], [-2.520292, -1.156524, 5.196160], [-4.876702, 0.355776, 4.263880], [-5.025532, 1.753666, 5.394650], [-7.345872, 0.759966, 6.038400], [-7.014142, -0.609384, 4.890020], [-7.385932, 0.917976, 4.263530], [-3.209362, -1.998134, 5.125640], [-1.466042, -1.287574, 5.440080], [-2.663052, -0.581204, 4.281430], [-2.171162, 4.065396, 0.315650], [-1.376152, 3.402556, -0.689160], [-0.524812, 2.267656, -0.310800], [-2.429822, 2.862606, -1.919440], [-3.196182, 3.800426, -2.629610], [-4.308902, 2.995496, -3.341140], [-0.281112, 4.505056, -1.628880], [-2.553292, 4.303646, -3.351810], [-3.634932, 4.558636, -1.980980], [-4.050432, 2.451626, -4.249710], [-5.093332, 3.643846, -3.731540], [-4.875792, 2.322836, -2.697520], [-0.834912, 5.319496, -2.095890], [0.136428, 3.866566, -2.407410], [0.378518, 4.927516, -0.870910], [6.181808, 0.874336, -3.398710], [7.108538, -0.179344, -3.007060], [8.500648, -0.024374, -2.651750], [6.448668, -1.050294, -1.754720], [5.056388, -1.384734, -1.825780], [4.676528, -2.083564, -0.531990], [6.983728, -1.542324, -4.279970], [4.819688, -2.110274, -2.604020], [4.542808, -0.427974, -1.920370], [5.227478, -3.024074, -0.531260], [3.617708, -2.342234, -0.523390], [5.019458, -1.471704, 0.302360], [7.864058, -1.451564, -4.916280], [5.992858, -1.371994, -4.701000], [6.944378, -2.537604, -3.837270]],
  "forces_ev_per_angstrom": [[1.0, 0.8, -0.4], [-3.0, -0.7, 1.3], [-0.6, 2.6, 2.2], [-0.2, -0.5, -0.2], [-0.4, 0.4, -3.6], [2.3, -2.2, 0.9], [0.3, 0.1, -1.6], [-0.8, -1.7, 2.3], [-0.5, 1.5, 0.0], [2.7, 0.6, -0.4], [-1.4, -1.2, -0.7], [1.0, 2.4, 4.7], [-0.9, -0.6, 0.0], [1.3, 1.8, -2.4], [-1.5, -1.6, -1.0], [-0.5, 1.5, 0.7], [0.3, -1.6, -0.7], [1.0, -0.6, -0.7], [0.1, -0.5, -0.6], [-0.6, 0.0, -0.1], [0.3, 0.0, 0.1], [-0.3, 0.2, -0.2], [-0.1, 0.4, 0.4], [0.2, -0.2, 0.2], [0.1, -0.5, -0.4], [-0.3, -0.5, 0.3], [0.4, -0.3, 0.8], [2.0, -2.2, -1.3], [0.2, 2.8, 2.1], [-0.9, -0.9, -0.6], [-3.5, 0.3, 0.3], [2.2, -0.2, -1.2], [-0.3, 0.7, -1.3], [-0.5, -0.1, 0.3], [0.8, 0.0, -0.1], [-0.8, -0.1, 0.1], [0.0, -0.1, 0.0], [0.8, 0.1, 0.3], [0.0, -0.4, 0.3], [0.1, -0.2, 0.3], [-0.3, 0.2, 0.1], [-0.8, 0.2, -0.1], [-2.4, -0.2, -0.4], [2.3, 1.6, -0.4], [-0.1, -2.4, -1.0], [-1.0, -0.9, 0.6], [0.9, 1.7, 1.0], [0.8, -0.4, 0.9], [0.4, -0.2, -0.1], [0.4, 0.7, -0.2], [-0.2, 0.4, 0.3], [0.1, -0.2, -0.2], [0.1, -0.2, -0.3], [-0.2, 0.1, 0.1], [0.0, 0.2, -0.5], [0.1, -0.4, 0.0], [-1.4, -0.5, -1.1], [3.2, 1.7, 2.1], [-1.4, 1.2, 0.5], [-0.9, -1.5, 0.0], [0.0, 1.3, 1.8], [0.2, -0.7, -0.9], [1.1, -0.5, -1.3], [-0.4, -0.8, -0.4], [0.1, 0.0, -0.1], [0.4, -0.4, 0.1], [0.0, -0.2, -0.3], [-0.1, 0.3, 0.5], [0.1, 0.2, -0.4], [-0.6, 0.1, -0.2], [-0.3, -0.4, -0.3], [-0.8, 0.4, -1.8], [-1.1, -0.8, -0.2], [1.9, -2.0, 0.5], [-0.9, 0.4, 2.7], [-0.9, -0.1, -0.7], [1.3, 0.2, -1.3], [0.1, 1.6, -0.6], [0.4, -0.5, -0.7], [-0.2, 0.0, 0.9], [0.2, -0.1, 0.2], [-0.3, 0.2, 0.0], [-0.4, 0.5, 0.6], [0.5, 0.1, 0.0], [0.3, 0.2, 0.6], [0.0, 0.2, 0.0], [1.3, -0.6, -0.8], [1.6, 0.6, 1.4], [-1.0, 2.2, -1.3], [-1.2, -0.5, 2.1], [-0.5, -0.5, -2.3], [1.0, 1.4, 0.8], [-0.7, -1.3, -1.7], [0.1, -0.3, 0.5], [-0.4, 0.1, 0.4], [0.0, 0.0, 0.0], [0.5, 0.2, -0.1], [-0.6, -1.1, 0.1], [0.0, -0.2, 0.6], [0.4, 0.2, -0.1], [-0.5, 0.0, 0.3], [-1.2, -2.6, 0.1], [0.7, -1.2, 0.9], [-1.5, 2.2, -2.8], [1.6, -0.2, 2.2], [-0.2, -0.5, -0.9], [1.1, 0.1, 0.2], [-0.8, 2.1, 0.3], [-0.2, 0.7, -0.6], [-0.4, 0.1, -0.2], [-0.1, -0.2, -0.1], [0.0, -0.1, 0.5], [0.4, 0.5, 0.1], [0.5, -0.2, 0.6], [-0.2, -0.4, -0.2], [0.4, 0.0, -0.1], [0.8, -0.2, -0.8], [-0.8, -1.4, -1.5], [-1.6, 1.6, -0.7], [2.6, -0.5, 2.7], [-1.1, 0.0, -1.1], [-0.7, 0.5, -0.3], [-1.0, -0.2, 0.5], [-0.1, 0.0, -0.2], [-0.1, -0.1, 0.3], [0.8, -0.1, 0.3], [0.1, 0.6, 0.2], [0.5, 0.0, 0.4], [-0.2, -0.1, 0.2], [0.3, 0.0, 0.2], [0.3, -0.3, -0.3], [1.5, -0.8, 0.7], [-0.9, -2.9, 0.1], [-1.6, 0.6, -0.2], [1.2, 0.9, -0.9], [-0.7, 0.4, 0.7], [0.8, 0.0, -0.4], [-0.2, 1.1, 0.8], [0.2, 0.5, -0.6], [-0.4, -0.3, -0.4], [0.0, -0.1, 0.3], [0.0, 0.4, 0.1], [-0.4, -0.1, 0.2], [-0.5, 0.1, -0.3], [0.4, 0.1, -0.7], [0.4, 0.3, 0.4]]
}